No. 1
{
  "formula": "CH12N2O3",
  "method": "wB97M-V/def2-TZVPD",
  "elements": ["N", "C", "N", "H", "H", "H", "H", "H", "H", "H", "H", "O", "H", "H", "O", "H", "H", "O"],
  "coordinates": [[-1.43, 1.20, 0.92], [-0.15, 0.73, 0.29], [-0.46, -0.59, -0.08], [-1.62, 0.48, 1.73], [-1.36, 2.02, 1.53], [0.68, 0.91, 1.09], [0.11, 1.41, -0.61], [-1.37, -0.92, 0.10], [0.20, -1.30, -0.02], [1.31, -3.87, -2.52], [2.84, -3.79, -2.30], [2.08, -3.27, -2.41], [-0.65, 2.11, -2.76], [-1.39, 3.14, -2.21], [-0.55, 2.99, -2.57], [1.28, -0.16, 3.22], [0.15, -0.92, 3.56], [0.35, -0.17, 3.07]],
  "lowdin_charge": [0.048, -0.224, 0.271, 0.120, 0.102, 0.182, 0.173, 0.124, 0.111, 0.059, 0.001, -0.057, -0.015, 0.018, 0.020, 0.054, 0.028, -0.014],
  "mol_weight_g_mol": 100.1,
  "fmax_ev_per_a": 3.8,
  "s2": 0.7553,
  "energy_ev": -10344.4490,
  "e_above_lowest_ev": 0.829,
  "spin_multiplicity": 2,
  "homo_ev": [-14.475, -14.475],
  "charge": 1
}

No. 2
{
  "formula": "CH12N3O3",
  "method": "wB97M-V/def2-TZVPD",
  "elements": ["N", "C", "N", "N", "H", "H", "H", "H", "H", "H", "H", "H", "O", "H", "H", "O", "H", "H", "O"],
  "coordinates": [[1.17, 0.52, -2.00], [0.50, -0.37, -1.10], [0.44, -1.74, -1.42], [0.19, -0.05, 0.25], [1.16, 0.42, -2.94], [1.33, 1.44, -1.61], [-0.35, -2.24, -1.07], [1.12, -2.23, -1.96], [-0.26, -0.60, 0.87], [0.18, 0.97, 0.42], [-1.36, 0.83, 3.09], [0.08, 0.62, 3.05], [-0.65, 0.23, 2.67], [1.85, 2.73, 0.83], [0.42, 3.51, 0.52], [0.96, 2.58, 0.56], [-2.09, -2.76, 0.50], [-2.72, -1.74, -0.47], [-1.96, -2.12, -0.17]],
  "lowdin_charge": [0.088, -0.493, 0.051, 0.072, 0.014, 0.050, 0.013, 0.051, -0.018, 0.029, 0.095, -0.007, -0.062, 0.017, 0.149, -0.118, 0.041, 0.012, 0.016],
  "mol_weight_g_mol": 114.1,
  "fmax_ev_per_a": 6.5,
  "s2": 0.7541,
  "energy_ev": -11841.2216,
  "spin_multiplicity": 2,
  "homo_ev": [-2.967, -8.065]
}

No. 3
{
  "formula": "CH12NO3",
  "method": "wB97M-V/def2-TZVPD",
  "elements": ["C", "N", "H", "H", "H", "H", "H", "H", "H", "H", "O", "H", "H", "O", "H", "H", "O"],
  "coordinates": [[1.08, -0.90, -1.42], [0.10, -0.05, -0.50], [1.63, -1.53, -0.63], [0.57, -1.53, -2.18], [1.90, -0.35, -1.93], [0.55, 0.58, 0.12], [-0.54, -0.59, 0.14], [-0.43, 0.55, -1.13], [-1.95, 1.87, -2.69], [-2.62, 1.96, -1.31], [-2.00, 1.34, -1.83], [-1.19, -1.62, 2.10], [-0.22, -2.56, 2.88], [-0.33, -2.03, 2.07], [1.88, 1.56, 2.23], [0.50, 1.87, 2.35], [1.07, 1.41, 1.73]],
  "lowdin_charge": [-0.084, 0.088, 0.086, 0.070, 0.073, 0.036, 0.066, 0.050, 0.050, 0.051, -0.232, -0.035, 0.023, -0.155, 0.030, 0.022, -0.140],
  "mol_weight_g_mol": 86.1,
  "fmax_ev_per_a": 2.9,
  "s2": 0.7505,
  "energy_ev": -8860.6654,
  "e_above_lowest_ev": 0.745,
  "spin_multiplicity": 2,
  "homo_ev": [-2.695, -11.206]
}

No. 4
{
  "formula": "CH12NO4",
  "method": "wB97M-V/def2-TZVPD",
  "elements": ["C", "N", "H", "H", "H", "H", "H", "H", "O", "H", "H", "O", "H", "H", "O", "H", "H", "O"],
  "coordinates": [[-2.07, -0.20, 1.06], [-1.37, -0.69, 0.01], [-2.36, -0.87, 1.91], [-1.94, 0.85, 1.18], [-0.81, 0.02, -0.44], [-1.17, -1.73, 0.03], [3.01, 2.81, 0.06], [1.86, 3.51, 0.88], [2.06, 2.86, 0.20], [0.49, 2.48, 0.11], [-0.73, 2.61, -0.86], [-0.54, 2.21, -0.03], [3.45, 0.14, -2.51], [3.61, -1.23, -2.27], [2.91, -0.58, -2.20], [-1.50, -4.51, 0.58], [-2.76, -3.98, 1.49], [-2.12, -3.71, 0.82]],
  "lowdin_charge": [0.191, 0.188, 0.134, 0.073, 0.108, 0.142, 0.083, 0.072, -0.030, 0.063, 0.034, -0.116, 0.029, 0.029, -0.057, 0.116, 0.043, -0.103],
  "mol_weight_g_mol": 102.1,
  "fmax_ev_per_a": 4.8,
  "energy_ev": -10904.2857,
  "e_above_lowest_ev": 1.480,
  "spin_multiplicity": 1,
  "homo_ev": -14.290,
  "charge": 1
}

No. 5
{
  "formula": "CH12O4",
  "method": "wB97M-V/def2-TZVPD",
  "elements": ["C", "H", "H", "H", "H", "O", "H", "H", "O", "H", "H", "O", "H", "H", "O", "H", "H"],
  "coordinates": [[1.45, 1.92, 1.07], [0.54, 2.52, 1.07], [1.51, 1.47, 0.08], [2.34, 2.51, 1.27], [1.37, 1.14, 1.82], [1.42, -2.06, -1.68], [1.55, -2.56, -2.49], [0.59, -1.60, -1.82], [-2.13, 1.04, 0.59], [-1.29, 0.68, 0.94], [-2.40, 1.61, 1.32], [-1.44, -0.75, -1.75], [-1.72, -0.15, -1.04], [-2.18, -1.30, -2.02], [-0.14, -1.24, 1.00], [0.57, -1.09, 0.37], [-0.06, -2.16, 1.28]],
  "lowdin_charge": [-0.046, 0.013, 0.020, 0.016, 0.013, -0.065, 0.038, -0.004, -0.062, 0.008, 0.049, -0.049, 0.001, 0.046, -0.049, 0.018, 0.052],
  "mol_weight_g_mol": 88.1,
  "smiles": "C.O.O.O.O",
  "fmax_ev_per_a": 0.8,
  "energy_ev": -9421.9426,
  "e_above_lowest_ev": 0.386,
  "spin_multiplicity": 1,
  "homo_ev": -11.218
}

No. 6
{
  "formula": "CH12O5",
  "method": "wB97M-V/def2-TZVPD",
  "elements": ["C", "O", "H", "H", "H", "H", "H", "H", "O", "H", "H", "O", "H", "H", "O", "H", "H", "O"],
  "coordinates": [[1.89, -0.31, 1.00], [1.21, -0.20, -0.27], [2.88, 0.11, 0.95], [1.31, 0.31, 1.71], [2.03, -1.33, 1.37], [1.85, -0.49, -0.93], [-1.63, -1.53, 0.57], [-2.68, -0.43, 0.49], [-2.20, -1.01, -0.09], [1.11, 3.34, -1.17], [1.01, 1.70, -1.06], [0.52, 2.57, -1.11], [1.66, -0.50, -2.79], [3.20, 0.05, -2.56], [2.55, -0.72, -2.37], [-5.46, -0.07, 1.75], [-4.64, -1.23, 2.29], [-4.60, -0.26, 2.22]],
  "lowdin_charge": [-0.262, -0.224, 0.032, 0.072, 0.053, -0.051, 0.061, -0.013, -0.107, 0.003, 0.001, -0.200, 0.005, -0.033, -0.342, 0.060, 0.039, -0.096],
  "mol_weight_g_mol": 104.1,
  "fmax_ev_per_a": 2.3,
  "s2": 0.7504,
  "energy_ev": -11467.4923,
  "e_above_lowest_ev": 0.802,
  "spin_multiplicity": 2,
  "homo_ev": [0.770, -6.450],
  "charge": -1
}